Formula: C6H8N3S
Source: the Open Molecules 2025 dataset
Level of theory: ωB97M-V/def2-TZVPD

```
18
Properties=species:S:1:pos:R:3:mulliken_charge:R:1
N 2.4052 -1.7610 -0.1858 -0.39
C 1.4545 -0.8609 -0.0995 0.37
N 1.6686 0.3992 -0.3261 -0.08
C 0.6699 1.3462 0.0773 -0.62
C -0.7959 0.7853 0.0007 0.14
C -2.0677 1.3536 -0.0971 -0.56
C -3.1288 0.5639 -0.2172 -0.38
S -2.6210 -1.1184 -0.0275 -0.12
C -0.9365 -0.5706 0.1558 0.38
N 0.1260 -1.3732 0.3988 -0.23
H 2.3687 -2.6993 0.2082 0.27
H 3.3114 -1.4583 -0.0179 0.25
H 2.4048 0.6628 -0.8616 0.21
H 0.7583 2.3641 -0.3756 0.43
H 0.8047 1.4513 1.1154 0.31
H -2.3652 2.4697 -0.1825 0.26
H -4.1093 0.8607 0.0848 0.44
H 0.0523 -2.4150 0.3499 0.32
```

Calculated values
Energy relative to the best compared isomer or geometry (same formula, charge and spin)   6.8 kcal/mol
SMILES   [NH2+]=C1NCc2ccsc2N1
Net charge   +1
Energy   -795.61727 a.u.
Multiplicity   1
Gap between HOMO and LUMO   0.31187 Ha